Below is a molecular structure, C30H47BIrO2P2 in a non-equilibrium geometry, with properties calculated with the ωB97M-V functional and the def2-TZVPD basis.

Summary:
Orbital gap (spin up / spin down) (eV): 4.98 / 5.00
Expectation value of S²: 6.019
Strongest force on any atom (eV/A): 9.752
LUMO (spin up / spin down) (eV): -1.9 / -5.7
Calculated total energy (eV): -58051.482

The geometry in ORCA input format:
```
! wB97M-V def2-TZVPD RIJCOSX def2/J DEFGRID3
* xyz 1 5
Ir 0.370 -0.596 1.616
C -0.400 -2.530 2.424
C 0.979 -2.662 1.990
C 0.899 -1.069 3.700
C -0.454 -1.544 3.449
C 1.774 -1.783 2.819
C -1.547 -3.376 1.960
H -1.329 -3.857 1.003
H -2.462 -2.788 1.846
H -1.752 -4.173 2.687
C -1.670 -1.086 4.191
H -2.582 -1.301 3.628
H -1.629 -0.007 4.366
H -1.742 -1.593 5.163
C 1.277 -0.074 4.753
H 1.331 -0.544 5.745
H 0.542 0.735 4.796
H 2.253 0.371 4.540
C 3.272 -1.740 2.849
H 3.650 -2.383 3.656
H 3.645 -0.729 3.031
H 3.701 -2.103 1.912
C 1.513 -3.703 1.052
H 1.886 -4.580 1.601
H 2.338 -3.309 0.452
H 0.738 -4.050 0.364
C -1.810 0.411 -5.578
C -1.697 -0.921 -5.650
C -0.699 -1.773 -6.390
C 0.607 -1.093 -6.856
C 1.410 -0.511 -5.718
C 1.280 0.681 -5.123
C 0.316 1.805 -5.399
C -0.948 1.470 -6.222
H -1.194 -2.228 -7.263
H 0.386 -0.341 -7.616
H -0.436 -2.616 -5.736
H -0.669 1.194 -7.241
H -2.613 0.795 -4.949
H -2.434 -1.500 -5.092
H -1.537 2.390 -6.309
H -0.001 2.214 -4.429
H 1.971 0.891 -4.306
H 0.856 2.625 -5.897
H 1.215 -1.857 -7.355
H 2.179 -1.172 -5.317
P -0.718 -0.523 -0.376
P 1.856 0.724 0.535
C 0.088 0.675 -1.569
C 0.972 1.660 -0.797
H -0.672 1.189 -2.168
H 0.698 0.076 -2.256
H 1.676 2.185 -1.454
H 0.356 2.397 -0.273
C 2.697 2.052 1.483
H 3.393 1.646 2.225
H 1.947 2.664 1.994
H 3.232 2.678 0.764
C 3.267 -0.025 -0.389
H 3.682 0.678 -1.120
H 2.926 -0.927 -0.905
H 4.056 -0.312 0.311
C -2.475 0.025 -0.360
H -3.088 -0.595 0.303
H -2.851 -0.017 -1.385
H -2.516 1.066 -0.025
C -0.838 -2.021 -1.445
H 0.140 -2.509 -1.500
H -1.166 -1.752 -2.455
H -1.557 -2.727 -1.021
O -2.121 1.441 2.511
B -0.692 1.333 2.302
O -0.013 2.304 3.121
C -0.997 2.916 3.782
C -0.849 3.911 4.746
C -2.007 4.401 5.370
C -3.276 3.891 5.016
C -3.393 2.890 4.033
C -2.228 2.419 3.429
H 0.132 4.283 5.017
H -1.922 5.164 6.133
H -4.159 4.269 5.512
H -4.360 2.484 3.767
*
```



Below is a molecular structure, C30H47BrN3O2PSZr, with properties calculated with the ωB97M-V functional and the def2-TZVPD basis.

Summary:
Orbital gap (eV): 7.13
Strongest force on any atom (eV/A): 0.737
LUMO (eV): -6.1
Calculated total energy (eV): -131874.091

The geometry in ORCA input format:
```
! wB97M-V def2-TZVPD RIJCOSX def2/J DEFGRID3
* xyz 2 1
Zr -0.599 -0.210 -0.957
O -0.320 5.357 -1.005
C 0.119 4.978 -2.251
C 0.327 5.885 -3.276
C 0.777 5.433 -4.507
C 1.021 4.083 -4.714
C 0.806 3.184 -3.680
C 0.345 3.618 -2.444
C 0.134 2.663 -1.299
O 0.300 1.328 -1.669
N -1.256 2.760 -0.814
N -1.658 1.647 -0.116
C -2.606 1.738 0.743
C -3.271 0.585 1.301
Br -3.029 -1.056 0.313
C -4.125 0.561 2.331
C -4.390 1.686 3.225
C -5.689 1.847 3.717
C -5.991 2.917 4.539
C -4.996 3.816 4.903
C -3.694 3.640 4.453
C -3.388 2.580 3.616
H -0.366 6.319 -0.948
H 0.142 6.940 -3.113
H 0.943 6.144 -5.305
H 1.386 3.735 -5.669
H 1.021 2.133 -3.820
H 0.833 2.895 -0.484
H -1.481 3.656 -0.390
H -3.003 2.709 1.031
H -4.682 -0.351 2.518
H -6.461 1.138 3.442
H -7.000 3.046 4.906
H -5.232 4.643 5.558
H -2.914 4.318 4.772
H -2.361 2.411 3.317
C 3.389 -0.379 2.097
C 3.365 -1.068 0.723
C 3.383 0.076 -0.307
C 4.632 -1.917 0.569
P 1.778 -2.042 0.563
N 0.566 -1.002 0.309
C 1.815 -3.173 -0.951
C 0.387 -3.614 -1.327
C 2.679 -4.428 -0.779
C 2.336 -2.358 -2.146
C 1.387 -2.998 2.117
C 0.268 -4.008 1.821
C 0.814 -2.035 3.173
C 2.588 -3.757 2.694
H 4.242 0.302 2.108
H 3.521 -1.070 2.924
H 2.491 0.217 2.268
H 4.264 0.686 -0.097
H 2.506 0.715 -0.210
H 3.463 -0.256 -1.336
H 5.490 -1.282 0.798
H 4.772 -2.284 -0.446
H 4.667 -2.764 1.253
H 0.001 -4.408 -0.698
H 0.390 -3.984 -2.354
H -0.313 -2.772 -1.261
H 2.275 -5.110 -0.034
H 3.708 -4.199 -0.515
H 2.699 -4.965 -1.730
H 1.804 -1.407 -2.252
H 2.174 -2.935 -3.058
H 3.402 -2.158 -2.083
H -0.591 -3.538 1.338
H -0.073 -4.415 2.774
H 0.607 -4.850 1.222
H -0.042 -1.484 2.782
H 1.538 -1.324 3.556
H 0.473 -2.640 4.015
H 3.027 -4.456 1.984
H 2.240 -4.340 3.549
H 3.371 -3.096 3.056
C -2.579 -2.257 -3.463
S -1.244 -1.036 -3.492
C -2.091 0.424 -4.144
H -2.862 -2.477 -4.490
H -3.437 -1.882 -2.909
H -2.192 -3.160 -2.996
H -2.976 0.655 -3.554
H -2.367 0.222 -5.176
H -1.390 1.256 -4.103
*
```



Below is a molecular structure, C30H47CrFP2 in a non-equilibrium geometry, with properties calculated with the ωB97M-V functional and the def2-TZVPD basis.

Summary:
Orbital gap (spin up / spin down) (eV): 7.14 / 8.10
Expectation value of S²: 3.940
Strongest force on any atom (eV/A): 5.783
LUMO (spin up / spin down) (eV): -2.2 / -2.5
Calculated total energy (eV): -81580.390

The geometry in ORCA input format:
```
! wB97M-V def2-TZVPD RIJCOSX def2/J DEFGRID3
* xyz 1 4
Cr 0.147 -0.542 1.067
C -0.528 -2.331 2.055
C 0.860 -2.451 1.627
C 0.746 -0.828 3.298
C -0.571 -1.354 3.106
C 1.636 -1.493 2.392
C -1.646 -3.250 1.695
H -1.432 -3.802 0.773
H -2.599 -2.716 1.562
H -1.794 -3.982 2.505
C -1.732 -1.108 4.000
H -2.680 -1.221 3.460
H -1.701 -0.102 4.437
H -1.739 -1.825 4.838
C 1.159 0.075 4.403
H 1.377 -0.507 5.312
H 0.367 0.793 4.650
H 2.065 0.635 4.139
C 3.121 -1.429 2.458
H 3.470 -2.029 3.314
H 3.486 -0.404 2.611
H 3.578 -1.834 1.548
C 1.429 -3.567 0.821
H 1.790 -4.347 1.512
H 2.282 -3.253 0.199
H 0.672 -4.017 0.165
C -1.617 0.593 -3.796
C -1.682 -0.751 -3.761
C -0.867 -1.640 -4.643
C 0.626 -1.225 -4.825
C 1.277 -0.567 -3.648
C 1.365 0.768 -3.471
C 0.649 1.777 -4.322
C -0.789 1.373 -4.775
H -1.338 -1.682 -5.643
H 0.702 -0.573 -5.709
H -0.915 -2.672 -4.254
H -0.711 0.825 -5.727
H -2.343 1.195 -3.243
H -2.498 -1.269 -3.244
H -1.331 2.312 -4.992
H 0.591 2.745 -3.794
H 2.123 1.188 -2.811
H 1.258 1.980 -5.223
H 1.194 -2.148 -5.049
H 1.845 -1.256 -3.017
P -1.315 0.148 -0.433
P 1.759 1.177 0.308
C -0.563 1.605 -1.256
C 0.652 2.311 -0.627
H -1.373 2.310 -1.483
H -0.261 1.142 -2.196
H 1.255 2.789 -1.412
H 0.312 3.096 0.069
C 2.837 2.228 1.312
H 3.057 1.727 2.263
H 2.377 3.206 1.494
H 3.775 2.371 0.760
C 2.958 0.253 -0.691
H 3.537 0.949 -1.310
H 2.460 -0.491 -1.323
H 3.641 -0.270 -0.006
C -3.066 -0.001 -0.784
H -3.452 -0.878 -0.238
H -3.255 -0.138 -1.856
H -3.590 0.901 -0.432
C -0.509 -1.320 -1.176
H 0.339 -1.804 -0.634
H -0.095 -0.986 -2.130
H -1.245 -2.113 -1.392
F -2.925 4.319 4.116
C -2.292 3.318 3.417
C -0.907 3.326 3.349
C -0.283 2.334 2.578
C -1.012 1.367 1.904
C -2.389 1.356 2.059
C -3.060 2.344 2.796
H -0.321 4.080 3.871
H 0.802 2.352 2.574
H -3.010 0.566 1.638
H -4.145 2.340 2.873
*
```